C4H10OS2 | ωB97M-V with the def2-TZVPD basis set

Structure (SMILES): C=CO.CCSS
Orbital gap in eV: 9.31
Relative energy (zero: lowest compared OMol25 entry of this formula, charge and spin) in kJ/mol: 110.0

Each line ends with the natural charge from an NBO analysis.
Atoms and positions in Å:
C 2.25 -0.43 -0.46  -0.632
C 1.06 -0.34 -1.38  -0.507
S 0.07 -1.87 -1.17  0.061
S -1.70 -1.40 -2.14  -0.120
H 2.80 -1.36 -0.63  0.213
H 1.95 -0.42 0.59  0.225
H 2.93 0.39 -0.64  0.226
H 1.35 -0.33 -2.44  0.217
H 0.42 0.51 -1.19  0.221
H -2.39 -1.04 -1.05  0.124
C -1.40 1.79 1.98  -0.511
C -1.27 0.74 1.20  0.129
O -0.89 -0.47 1.66  -0.701
H -1.72 2.74 1.58  0.205
H -1.21 1.76 3.05  0.207
H -1.48 0.82 0.14  0.156
H -0.78 -1.09 0.91  0.488